C5H11N2P | ωB97M-V with the def2-TZVPD basis set

gap between HOMO and LUMO (alpha / beta)	6.97 / 6.97	eV
spin multiplicity	1

Positions of all 19 atoms, in Å:
C (0.494, -1.383, -0.800)
C (-0.501, 1.867, 1.194)
C (1.702, -0.810, -0.124)
C (0.532, -2.640, -1.525)
C (-1.290, 1.859, 2.388)
N (-0.566, -0.759, -0.864)
N (-1.202, 0.258, -0.522)
P (-0.882, 1.937, -0.416)
H (2.151, 0.003, -0.787)
H (2.501, -1.481, 0.141)
H (1.435, -0.295, 0.743)
H (1.246, -3.323, -1.162)
H (0.768, -2.644, -2.547)
H (-0.507, -2.951, -1.493)
H (-2.418, 1.840, 2.422)
H (-1.041, 0.998, 3.032)
H (-0.968, 2.821, 2.968)
H (-1.788, 2.413, -1.484)
H (0.334, 2.292, -1.164)

C5H11N3 | ωB97M-V with the def2-TZVPD basis set

gap between HOMO and LUMO	8.43	eV
spin multiplicity	1
SMILES string	C=C(N)NC.C#CN

Positions of all 19 atoms, in Å:
C (-0.295, 1.172, 1.323)
C (-0.063, -0.134, 1.096)
N (0.831, -0.898, 1.839)
N (-0.791, -0.892, 0.140)
C (-2.050, -0.469, -0.421)
H (-1.156, 1.683, 0.936)
H (0.346, 1.705, 2.004)
H (0.862, -1.905, 1.848)
H (1.231, -0.427, 2.636)
H (-0.437, -1.819, -0.050)
H (-2.756, -1.296, -0.442)
H (-2.530, 0.359, 0.099)
H (-1.918, -0.089, -1.442)
C (2.486, -0.398, -1.085)
C (1.494, 0.181, -1.512)
N (0.781, 1.271, -1.902)
H (3.479, -0.754, -1.102)
H (0.338, 1.126, -2.801)
H (0.149, 1.585, -1.165)

C5H11N3 | ωB97M-V with the def2-TZVPD basis set

gap between HOMO and LUMO	9.32	eV
spin multiplicity	1

Positions of all 19 atoms, in Å:
C (-0.788, 0.286, -0.096)
C (0.206, 1.308, 0.528)
C (1.226, -0.429, -0.998)
C (-0.053, -0.975, -0.012)
C (-1.572, -0.979, 0.274)
H (-0.499, 1.601, -1.798)
H (-1.977, 1.242, -1.503)
H (-0.152, 2.367, 0.232)
H (0.614, 1.143, 1.576)
H (2.243, 0.984, 0.131)
H (2.005, -1.128, -0.834)
H (0.881, -0.500, -1.983)
H (0.513, -2.300, 1.568)
H (0.472, -0.435, 2.361)
H (-2.472, -1.246, -0.359)
H (-1.642, -1.480, 1.323)
N (-1.112, 0.903, -1.417)
N (1.333, 0.800, -0.333)
N (0.776, -1.163, 1.341)

C5H11N3 | ωB97M-V with the def2-TZVPD basis set

gap between HOMO and LUMO	8.48	eV
spin multiplicity	1

Positions of all 19 atoms, in Å:
C (0.092, 0.438, -2.815)
C (0.206, 0.342, -1.338)
C (1.119, 0.152, -0.474)
H (-0.376, 1.385, -3.102)
H (-0.539, -0.363, -3.211)
H (1.066, 0.378, -3.316)
H (2.178, -0.031, -0.406)
C (-0.552, -0.597, 1.326)
N (-1.580, -0.121, 0.620)
N (-0.469, -1.929, 1.681)
N (0.418, 1.610, 1.739)
C (0.602, 0.239, 1.384)
H (-1.048, 0.193, -0.492)
H (-2.356, -0.769, 0.537)
H (-0.928, -2.601, 1.080)
H (0.409, -2.246, 2.063)
H (-0.561, 1.872, 1.739)
H (0.861, 2.252, 1.093)
H (1.459, -0.203, 1.892)

C5H11N3 | ωB97M-V with the def2-TZVPD basis set

gap between HOMO and LUMO	7.79	eV
spin multiplicity	1
SMILES string	N=C=C=N.CC(C)N

Positions of all 19 atoms, in Å:
N (-3.490, 0.566, 0.490)
C (-2.543, 0.002, 1.033)
C (-1.495, -0.403, 1.661)
N (-0.718, -1.044, 2.388)
H (-3.661, 1.553, 0.687)
H (-0.652, -2.055, 2.257)
C (1.584, -0.809, 0.191)
C (0.706, 0.233, -0.481)
C (0.442, -0.086, -1.947)
N (1.329, 1.532, -0.371)
H (2.613, -0.698, -0.142)
H (1.513, -0.694, 1.279)
H (1.241, -1.813, -0.043)
H (-0.301, 0.189, 0.076)
H (-0.183, 0.683, -2.397)
H (-0.063, -1.044, -2.044)
H (1.381, -0.123, -2.490)
H (1.560, 1.748, 0.592)
H (0.734, 2.265, -0.738)

C5H11N3 | ωB97M-V with the def2-TZVPD basis set

gap between HOMO and LUMO	8.97	eV
spin multiplicity	1
SMILES string	C/N=C/C=C(/C)NN

Positions of all 19 atoms, in Å:
C (3.462, 0.183, -0.105)
N (2.309, -0.726, 0.157)
C (1.168, -0.153, -0.059)
C (-0.089, -0.836, 0.147)
C (-1.343, -0.372, -0.030)
C (-2.446, -1.452, -0.034)
N (-1.840, 0.884, -0.189)
N (-1.180, 2.092, 0.184)
H (4.032, 0.353, 0.868)
H (3.107, 1.143, -0.585)
H (4.172, -0.345, -0.786)
H (1.165, 0.925, -0.381)
H (0.003, -1.941, 0.214)
H (-3.197, -1.135, -0.838)
H (-2.990, -1.623, 0.963)
H (-1.923, -2.422, -0.327)
H (-2.843, 0.922, -0.146)
H (-0.591, 1.838, 0.979)
H (-0.475, 2.320, -0.550)

Quick rundown of calculated total energy, same order as above: -647.70449, -361.25820, -361.12627, -361.25931, -361.26237, -361.29835 a.u.
Quick rundown of relative energy (zero: lowest compared OMol25 entry of this formula, charge and spin), same order as above: 668.4, 344.4, 690.8, 341.5, 333.5, 239.0 kJ/mol